Entry from OMol25: a 5-piece molecular cluster, C15H35N5O5 overall in a non-equilibrium geometry (ωB97M-V/def2-TZVPD).

Cartesian coordinates (Å):
C -2.68785 -3.47230 -1.77725
N -2.87185 -2.68630 -0.55125
C -2.50885 -3.08330 0.70275
C -2.84485 -2.17530 1.85475
O -2.11285 -4.23630 0.94575
H -2.23085 -3.08830 -2.63825
H -3.77385 -3.93830 -2.10725
H -1.87985 -4.51230 -1.66725
H -3.53585 -1.86530 -0.76625
H -2.24185 -2.33230 2.82675
H -3.85485 -2.14530 1.92575
H -2.55385 -1.11030 1.48975
C -1.19785 0.44470 -0.80125
N -0.57585 -0.87430 -0.65525
C 0.49615 -1.28230 -0.09225
C 0.79415 -2.72930 -0.14325
O 1.33715 -0.53630 0.37775
H -2.17985 0.62470 -0.64625
H -0.79285 0.82870 -1.54825
H -1.04285 1.04470 0.03175
H -1.19385 -1.81830 -0.96825
H 0.68615 -3.29630 0.70775
H 1.69515 -3.12130 -0.39325
H 0.22915 -3.24730 -1.08225
C 0.82315 -1.18930 -4.08925
N -0.49785 -0.94330 -3.51525
C -1.48985 -0.62430 -4.24425
C -2.79185 0.08170 -3.53925
O -1.54885 -0.93630 -5.44525
H 1.85615 -1.41830 -3.51225
H 1.10915 -0.60130 -4.96425
H 0.85115 -2.32930 -4.59025
H -0.25385 -0.65830 -2.54125
H -3.20585 -0.37130 -2.58825
H -3.48785 0.00170 -4.26725
H -2.77685 1.13570 -3.47125
C -0.74385 3.44170 1.66575
N -0.36085 3.54870 3.06075
C -0.35585 4.64870 3.79375
C 0.12715 4.62870 5.26475
O -0.71085 5.67470 3.19075
H -0.68285 2.40370 1.35175
H 0.05715 3.85870 1.10775
H -1.36685 4.37970 1.48175
H 0.19115 2.80170 3.62275
H -0.41785 3.86870 5.93075
H 0.21515 5.45070 5.90775
H 1.34315 4.40070 5.27575
C 3.19715 2.36270 1.23075
N 3.55215 1.01670 0.73075
C 4.82015 0.31070 0.82275
C 4.76115 -1.18330 0.38775
O 5.77115 0.78770 1.21375
H 2.43615 2.39170 1.93475
H 3.10315 2.94470 0.48775
H 4.05415 2.85070 1.84275
H 2.80515 0.28170 0.59975
H 4.25915 -1.65930 0.98475
H 5.90515 -1.41530 0.25575
H 4.29615 -1.33430 -0.40225

Atomic forces in eV per Å
-1.3 -6.2 0.9
-0.8 1.8 -2.6
-0.4 -3.3 1.8
4.7 2.8 -0.6
0.0 2.0 -1.0
0.4 1.8 -0.9
2.8 1.0 0.7
-2.8 3.1 0.5
1.7 -1.7 1.3
-1.3 -0.3 -1.8
-3.2 -0.1 0.9
-0.5 -1.4 0.8
0.7 -3.9 6.1
-7.0 -3.4 -2.5
4.2 -0.2 1.3
-3.6 -1.5 -4.1
0.2 0.9 0.9
-3.9 -1.2 -0.9
2.8 4.1 -6.7
2.1 1.1 1.8
1.7 3.9 1.1
-1.5 -0.9 2.3
3.7 0.5 -1.0
0.5 1.0 2.4
2.7 -5.4 -2.6
6.7 0.0 4.4
-5.2 1.0 -2.8
2.3 -1.9 1.2
0.0 0.9 1.5
-3.0 1.4 0.1
-0.5 0.4 0.3
-0.6 2.7 0.9
-1.7 -0.2 -1.2
0.9 0.4 -1.1
-2.5 -1.0 -2.3
1.0 1.3 0.7
1.3 2.4 0.7
2.1 -4.3 3.4
-0.8 3.6 -0.9
2.7 -3.5 0.1
0.2 0.1 1.3
-1.5 0.1 0.0
1.6 0.2 -0.7
-0.9 -2.2 0.1
-1.6 1.0 -2.2
0.9 0.6 -1.3
-0.9 2.1 -0.1
-3.0 -0.2 -0.3
4.8 -4.0 4.9
0.5 -2.8 0.0
-8.0 -1.6 -2.2
10.8 7.1 0.2
6.6 3.2 2.5
-2.0 -0.3 0.9
-1.4 4.4 -5.5
-0.8 -1.2 -1.0
0.8 1.9 0.2
-4.5 -5.4 7.3
-2.5 -0.2 0.5
-3.9 -0.8 -7.9

The highest occupied orbital energy is -8.8 eV. As for the spin multiplicity: 1. Its structure (SMILES) is CNC(C)=O.CNC(C)=O.CNC(C)=O.CNC(C)=O.CNC(C)=O. The strongest force on any atom comes out at 12.95 eV/Å. The value obtained for the calculated total energy is -33801.3932 eV. The calculation puts the LUMO energy at -0.002 Eh. As for the frontier orbital gap: 8.741 eV. Its energy above the lowest of the compared OMol25 structures with the same formula, charge and spin is 1110.6 kJ/mol.